1.
Below is a molecular structure, C10H24CrN4S2, with properties calculated with the ωB97M-V functional and the def2-TZVPD basis.

Atoms and positions in Å:
1 Cr -0.281 0.315 0.466
2 N 1.521 0.471 -0.703
3 C 1.271 0.430 -2.166
4 C -0.116 -0.135 -2.432
5 N -1.103 0.492 -1.529
6 C -2.364 -0.280 -1.490
7 C -3.182 0.092 -0.264
8 N -2.343 -0.035 0.950
9 C -1.352 1.914 -1.878
10 C -0.547 2.885 -1.022
11 N -0.608 2.463 0.392
12 H 2.138 1.239 -0.462
13 H 1.996 -0.375 -0.398
14 H 2.017 -0.173 -2.684
15 H 1.356 1.441 -2.563
16 H -0.116 -1.204 -2.220
17 H -0.389 0.009 -3.483
18 H -2.099 -1.337 -1.441
19 H -2.955 -0.126 -2.400
20 H -4.072 -0.537 -0.214
21 H -3.530 1.123 -0.325
22 H -2.330 -0.998 1.276
23 H -2.733 0.507 1.714
24 H -2.412 2.122 -1.733
25 H -1.147 2.090 -2.938
26 H -0.928 3.897 -1.173
27 H 0.501 2.895 -1.315
28 H -1.511 2.706 0.788
29 H 0.075 2.976 0.941
30 C 2.076 -3.469 1.698
31 C 1.379 -2.141 1.608
32 S 0.069 -1.985 0.507
33 C 1.749 -1.094 2.426
34 C 2.858 -1.249 3.430
35 S 0.891 0.389 2.379
36 H 1.658 -4.179 0.989
37 H 1.979 -3.887 2.703
38 H 3.145 -3.367 1.498
39 H 2.646 -2.065 4.123
40 H 2.989 -0.336 4.006
41 H 3.805 -1.484 2.938

Cartesian forces, eV/Å:
Cr 0.5247 -0.3460 0.5724
N -0.1689 -0.0128 -0.0089
C -0.0063 -0.0021 -0.0197
C 0.0298 -0.0359 -0.0441
N 0.0912 0.0439 0.0381
C -0.0410 -0.0359 0.0235
C -0.0297 0.0135 -0.0152
N 0.0236 0.0249 -0.1213
C -0.0136 0.0333 0.0028
C 0.0058 -0.0024 -0.0200
N -0.0136 -0.0248 0.0182
H -0.0209 0.0097 0.0241
H -0.0052 -0.0207 0.0432
H -0.0018 -0.0022 0.0076
H 0.0025 0.0013 -0.0007
H 0.0037 0.0083 0.0025
H -0.0068 0.0068 0.0114
H 0.0031 -0.0024 0.0028
H 0.0181 0.0031 0.0031
H 0.0029 0.0011 0.0019
H -0.0019 0.0003 -0.0027
H 0.0335 -0.0083 0.0035
H 0.0272 0.0063 0.0052
H 0.0015 -0.0027 -0.0014
H 0.0016 -0.0086 0.0074
H 0.0007 -0.0039 0.0074
H -0.0013 0.0013 0.0003
H -0.0031 -0.0012 0.0020
H 0.0134 -0.0166 0.0118
C 0.0279 -0.0101 -0.0052
C 0.4253 0.5754 0.5464
S -0.3899 0.3334 -0.1243
C 0.0138 -0.8184 -0.4899
C 0.0188 -0.0101 0.0062
S -0.5818 0.3154 -0.5149
H 0.0045 -0.0178 -0.0027
H -0.0084 -0.0068 -0.0072
H -0.0033 -0.0158 -0.0088
H 0.0018 0.0121 0.0147
H 0.0149 0.0037 0.0167
H 0.0073 0.0115 0.0138

Computed properties:
energy relative to the best compared isomer or geometry (same formula, charge and spin): 0.0 kcal/mol
2S+1: 2
HOMO-LUMO gap (spin up / spin down): 7.2 / 6.6 eV
LUMO (spin up / spin down): -2.97 / -3.64 eV
molecular weight: 316.460 g/mol
total charge: +1

=====

2.
Below is 4 unconnected molecules or ions with the total composition CH11N2O3 in a non-equilibrium geometry, with properties calculated with the ωB97M-V functional and the def2-TZVPD basis.

Atoms and positions in Å:
1 N -0.903 -0.818 -0.806
2 C -0.993 0.509 -0.901
3 N 0.101 1.229 -0.930
4 H -0.300 -1.360 -0.184
5 H -1.879 -1.178 -0.722
6 H -1.960 0.983 -0.921
7 H -0.123 2.261 -0.717
8 H 1.155 1.146 -0.807
9 H -3.188 -3.446 -0.752
10 H -4.024 -2.272 -0.331
11 O -3.177 -2.485 -0.753
12 H 3.016 -0.400 -0.312
13 H 2.853 0.787 0.609
14 O 2.567 0.455 -0.258
15 H 1.596 1.186 2.449
16 H 2.807 1.833 3.102
17 O 2.452 1.571 2.235

Cartesian forces, eV/Å:
N -3.2552 -0.0063 0.5854
C 3.5613 -1.5145 0.6857
N -1.1199 4.9064 1.0283
H 0.4972 0.7848 -0.6759
H 1.0812 -0.6582 -0.3708
H -0.1214 0.1141 -0.3584
H 0.3874 -1.9411 -0.9848
H -1.0463 -1.7923 -0.1053
H 0.2617 -0.1794 -0.1676
H 0.2136 0.0808 -0.1742
O -0.7087 0.1043 0.4139
H -0.1577 0.1660 -0.4152
H -0.0751 0.3775 0.1381
O 0.5095 -0.4423 0.3166
H -0.0594 -0.0181 0.0387
H 0.0377 -0.0601 -0.5198
O -0.0060 0.0784 0.5654

Computed properties:
energy relative to the best compared isomer or geometry (same formula, charge and spin): 28.1 kcal/mol
HOMO-LUMO gap: 11.7 eV
LUMO: -3.28 eV
molecular weight: 99.110 g/mol
total charge: +1

=====

3.
Below is a single C4H7NO2 molecule in a non-equilibrium geometry, with properties calculated with the ωB97M-V functional and the def2-TZVPD basis.

Atoms and positions in Å:
1 C -0.878 -1.278 0.231
2 C -0.545 0.106 -0.329
3 C -0.997 1.390 0.492
4 O -1.885 1.429 1.300
5 C 0.900 0.507 -0.535
6 N 1.911 -0.275 -0.077
7 O 1.137 1.654 -0.902
8 H -0.204 -1.560 1.047
9 H -1.892 -1.258 0.638
10 H -0.849 -2.086 -0.516
11 H -1.082 0.286 -1.271
12 H -0.297 2.194 0.112
13 H 1.866 -1.279 -0.060
14 H 2.817 0.169 -0.129

Cartesian forces, eV/Å:
C -0.0277 0.1256 0.1287
C -0.1062 0.2575 0.1636
C -0.1308 -0.5228 -0.0668
O 0.6167 -0.0574 -0.5329
C 0.3359 0.3825 -0.0803
N 0.0556 -0.0904 -0.0875
O 0.3892 -0.5326 -0.4507
H -0.1308 0.1328 -0.0607
H 0.0787 0.0074 0.0209
H 0.0837 0.4466 0.0685
H 0.2348 -0.0814 -0.0049
H -1.2511 0.1476 0.8970
H -0.1182 0.0425 0.1178
H -0.0298 -0.2579 -0.1128

Computed properties:
energy relative to the best compared isomer or geometry (same formula, charge and spin): 22.1 kcal/mol
HOMO-LUMO gap: 10.0 eV
LUMO: 0.70 eV
molecular weight: 101.105 g/mol
SMILES: C[C@@H](C=O)C(N)=O

=====

4.
Below is 12 unconnected molecules or ions with the total composition C46H96BCl22N6O4 in a non-equilibrium geometry, with properties calculated with the ωB97M-V functional and the def2-TZVPD basis.

Atoms and positions in Å:
1 C -3.754 0.575 -5.504
2 C -4.366 -0.798 -5.899
3 C -3.538 -1.997 -5.445
4 C -2.189 -2.111 -6.162
5 C -1.745 -3.578 -6.210
6 C -1.576 -4.233 -4.834
7 C -0.269 -3.778 -4.168
8 C -0.284 -2.470 -3.338
9 C 0.478 -2.671 -2.000
10 C -0.292 -2.264 -0.755
11 N -0.343 -0.802 -0.527
12 C 0.816 -0.103 -0.793
13 N 1.106 0.322 -1.980
14 B 2.327 1.168 -2.316
15 N 2.188 2.611 -2.231
16 O 3.507 0.579 -2.643
17 N 1.590 0.177 0.345
18 O 2.861 -0.438 0.350
19 C 3.960 0.460 0.623
20 C 3.634 1.597 1.573
21 N 3.214 2.844 0.919
22 C 4.356 3.516 0.275
23 C 3.936 4.822 -0.408
24 C 4.505 6.069 0.285
25 O 4.368 4.829 -1.773
26 C 0.811 -0.503 1.412
27 C -0.601 -0.355 0.892
28 C -1.699 -1.181 1.555
29 C -3.020 -1.095 0.742
30 C -3.728 -2.432 0.674
31 O -3.901 -2.964 1.987
32 N -1.080 1.029 0.674
33 C -0.808 1.919 1.561
34 C -0.756 1.736 3.057
35 C -0.575 3.331 1.102
36 H -4.531 1.171 -5.035
37 H -3.401 1.103 -6.387
38 H -2.929 0.406 -4.814
39 H -5.338 -0.885 -5.413
40 H -4.478 -0.832 -6.982
41 H -3.446 -1.994 -4.357
42 H -4.107 -2.884 -5.734
43 H -2.315 -1.795 -7.201
44 H -1.429 -1.459 -5.726
45 H -0.799 -3.661 -6.744
46 H -2.468 -4.122 -6.820
47 H -1.443 -5.303 -5.000
48 H -2.449 -4.107 -4.194
49 H 0.054 -4.619 -3.556
50 H 0.482 -3.660 -4.948
51 H -1.315 -2.152 -3.178
52 H 0.248 -1.723 -3.933
53 H 0.610 -3.747 -1.922
54 H 1.482 -2.249 -2.031
55 H -1.319 -2.598 -0.890
56 H 0.082 -2.815 0.110
57 H 0.481 0.104 -2.751
58 H 1.949 2.815 -1.251
59 H 1.397 2.962 -2.771
60 H 3.735 0.681 -3.581
61 H 4.427 0.807 -0.292
62 H 4.702 -0.168 1.111
63 H 4.526 1.766 2.191
64 H 2.850 1.304 2.272
65 H 2.910 3.483 1.649
66 H 5.106 3.777 1.033
67 H 4.800 2.881 -0.482
68 H 2.843 4.879 -0.363
69 H 3.921 6.931 -0.031
70 H 5.526 6.209 -0.063
71 H 4.461 5.939 1.365
72 H 3.641 5.221 -2.281
73 H 1.048 -0.178 2.420
74 H 1.154 -1.539 1.387
75 H -1.933 -0.797 2.540
76 H -1.404 -2.218 1.707
77 H -3.693 -0.437 1.291
78 H -2.882 -0.650 -0.241
79 H -4.723 -2.230 0.263
80 H -3.256 -3.141 -0.012
81 H -4.811 -3.286 2.035
82 H -0.003 2.426 3.447
83 H -1.687 2.020 3.543
84 H -0.416 0.755 3.362
85 H -0.738 3.415 0.033
86 H -1.339 3.960 1.572
87 H 0.414 3.674 1.394
88 Cl 0.501 0.687 -8.514
89 C 1.289 -0.648 -9.397
90 C 0.825 -1.997 -8.914
91 Cl 1.386 -2.343 -7.259
92 H 2.364 -0.534 -9.287
93 H 1.035 -0.528 -10.449
94 H 1.226 -2.779 -9.555
95 H -0.261 -2.071 -8.920
96 Cl -5.720 -0.787 -2.722
97 C -6.986 0.112 -1.844
98 C -7.891 -0.796 -1.053
99 Cl -8.920 -1.807 -2.100
100 H -7.543 0.698 -2.567
101 H -6.472 0.797 -1.173
102 H -8.558 -0.196 -0.435
103 H -7.322 -1.457 -0.403
104 Cl -0.295 -2.539 4.127
105 C 0.959 -2.637 5.396
106 C 1.156 -1.323 6.103
107 Cl 1.896 -0.090 5.039
108 H 1.879 -2.980 4.931
109 H 0.630 -3.392 6.108
110 H 1.831 -1.454 6.948
111 H 0.216 -0.923 6.474
112 Cl 0.525 -7.101 -5.102
113 C -0.502 -7.933 -6.296
114 C -0.027 -7.699 -7.704
115 Cl -0.277 -6.006 -8.187
116 H -1.525 -7.587 -6.160
117 H -0.465 -8.995 -6.061
118 H -0.597 -8.319 -8.395
119 H 1.027 -7.937 -7.822
120 Cl 5.200 -0.504 8.093
121 C 4.330 0.555 9.237
122 C 3.425 -0.205 10.166
123 Cl 2.031 -0.919 9.310
124 H 3.774 1.286 8.655
125 H 5.088 1.081 9.817
126 H 3.031 0.478 10.912
127 H 3.948 -1.008 10.678
128 Cl 7.207 3.104 10.283
129 C 7.529 3.330 8.541
130 C 7.727 2.016 7.829
131 Cl 9.236 1.205 8.314
132 H 8.397 3.976 8.442
133 H 6.665 3.847 8.124
134 H 7.788 2.186 6.755
135 H 6.902 1.337 8.028
136 Cl -7.449 3.424 -2.316
137 C -6.114 4.523 -1.909
138 C -4.884 4.187 -2.713
139 Cl -4.196 2.610 -2.246
140 H -5.932 4.456 -0.839
141 H -6.439 5.537 -2.138
142 H -4.115 4.940 -2.546
143 H -5.106 4.149 -3.777
144 Cl -4.902 3.715 3.961
145 C -4.378 2.856 5.435
146 C -4.176 3.793 6.597
147 Cl -2.773 4.864 6.351
148 H -3.466 2.313 5.201
149 H -5.156 2.133 5.673
150 H -3.984 3.218 7.501
151 H -5.051 4.415 6.763
152 Cl 7.077 1.398 -0.175
153 C 6.896 1.167 -1.935
154 C 8.071 0.435 -2.533
155 Cl 9.556 1.415 -2.502
156 H 6.763 2.147 -2.389
157 H 5.985 0.590 -2.089
158 H 7.863 0.203 -3.577
159 H 8.269 -0.495 -2.006
160 Cl 3.388 4.586 8.980
161 C 3.358 5.259 10.634
162 C 3.885 4.279 11.648
163 Cl 2.792 2.884 11.862
164 H 2.337 5.557 10.857
165 H 3.984 6.150 10.626
166 H 3.975 4.763 12.620
167 H 4.862 3.900 11.362
168 Cl -6.699 -6.969 -5.452
169 C -7.655 -6.199 -4.160
170 C -8.047 -4.786 -4.506
171 Cl -6.643 -3.691 -4.540
172 H -7.071 -6.236 -3.244
173 H -8.550 -6.804 -4.023
174 H -8.731 -4.400 -3.752
175 H -8.536 -4.734 -5.475

Cartesian forces, eV/Å:
C -0.3953 -0.7561 -0.3455
C 0.3267 0.4249 0.5612
C -0.1661 0.2501 -0.8680
C -0.1793 -0.4690 0.0669
C -0.0948 0.2811 0.1992
C 0.6715 0.0615 -0.7413
C -0.3157 0.0510 0.0445
C 0.5582 -0.4955 0.0501
C -0.5113 -0.2707 -0.2621
C -0.1793 -0.2591 -0.5430
N 0.0644 0.4793 0.3502
C -0.2705 -0.5622 -0.4863
N 1.1370 -0.1808 0.0821
B 0.2765 1.0209 0.1732
N -0.3947 -0.2604 -0.0592
O -0.6850 -0.7871 -0.6461
N -0.4198 -0.2665 0.6038
O 0.1929 0.2515 -0.8258
C -0.0763 0.1753 0.5017
C 0.0317 0.4271 0.2050
N 0.2667 -0.0741 -0.3298
C -0.1399 0.6058 0.0447
C 0.0825 0.3699 0.1159
C -0.3816 -0.5508 -0.4187
O -0.5620 0.1248 0.0086
C 0.5313 0.2589 0.3867
C -2.0731 -0.6329 0.0477
C -0.3349 -0.1251 -0.6420
C 0.1606 -0.2370 0.7374
C -0.8985 0.4971 -0.3425
O -0.0824 -0.1106 -0.1508
N 2.4564 0.4864 0.5202
C -0.6182 -0.2009 -0.3942
C 1.3913 0.1967 -0.0841
C -1.5992 0.0437 0.0457
H 0.1729 0.2345 0.1924
H 0.2057 0.0976 0.0641
H 0.0413 0.3098 0.1337
H -0.1424 0.0027 -0.3569
H -0.2462 -0.1441 -0.0390
H 0.0951 -0.0218 0.0640
H -0.0445 -0.1456 0.2602
H -0.0451 0.2245 -0.0086
H 0.0703 -0.0125 0.0466
H -0.0019 -0.0492 0.0788
H -0.1719 -0.0781 0.1141
H -0.2362 -0.0030 0.0354
H -0.0322 0.0930 0.0822
H 0.1559 0.1142 0.2263
H 0.0867 -0.2491 -0.0866
H 0.0134 0.1825 0.1302
H -0.3118 0.2778 -0.0457
H 0.1872 -0.0811 0.2929
H 0.0458 0.0192 0.0594
H -0.1168 0.0842 0.0436
H 0.2588 0.2564 0.1322
H -0.2577 -0.2557 0.3702
H 0.2123 0.1620 -0.0143
H -0.0272 -0.0202 0.0994
H 0.4004 0.2729 0.4002
H -0.2808 0.0993 -0.2375
H -0.0909 -0.2785 -0.0513
H 0.0887 -0.0029 -0.0583
H -0.0547 -0.1731 -0.0435
H -0.2242 -0.1561 0.0039
H 0.2850 -0.3390 -0.1016
H 0.0380 -0.1394 0.0238
H -0.0461 -0.1002 -0.0859
H 0.0540 0.1911 0.1807
H 0.1583 -0.0139 0.2382
H 0.0595 0.2787 0.0835
H 0.4763 -0.2529 -0.0102
H -0.0470 0.5464 -0.1722
H -0.4023 -0.2080 0.0379
H 0.4032 0.1456 0.2018
H 0.0724 -0.0726 -0.1425
H -0.0157 0.1904 -0.1071
H 0.0731 -0.1698 -0.1562
H 0.0484 -0.1022 -0.2516
H 0.2372 -0.1530 0.2428
H 0.3976 -0.0290 0.1597
H -0.0613 0.0646 0.1311
H -0.2394 -0.1301 -0.2358
H -0.4379 -0.2457 0.1695
H 0.2488 -0.0967 -0.1430
H 0.2910 0.2824 0.1478
H 0.0880 -0.0519 0.0308
Cl 0.0156 0.0114 0.0395
C 0.0308 -0.0019 -0.0998
C -0.0871 -0.0844 -0.1348
Cl 0.2124 0.1000 0.0384
H -0.0080 0.0135 0.0698
H -0.0605 -0.0130 0.0135
H 0.0631 0.0185 0.0181
H -0.0034 0.0420 0.0836
Cl 0.0238 -0.0271 0.1222
C 0.0420 -0.0043 0.1365
C 0.0185 0.0308 0.0865
Cl 0.0012 -0.0297 0.0018
H 0.0059 -0.0830 -0.0830
H -0.0160 0.0022 0.0117
H -0.0118 0.0368 -0.0477
H 0.0113 -0.0513 -0.0624
Cl 0.0988 0.0144 0.0604
C 0.0870 -0.0672 0.0489
C -0.0097 -0.1613 0.1219
Cl 0.0194 0.0536 -0.0083
H -0.0151 0.0369 -0.0602
H -0.0458 0.0498 0.0299
H 0.0125 -0.0041 -0.2365
H -0.0059 0.0550 -0.0781
Cl 0.1224 -0.0476 0.0568
C -0.1080 -0.2237 0.0523
C -0.0118 -0.1367 -0.1044
Cl 0.0684 0.0686 -0.1253
H 0.0323 0.0820 -0.0004
H 0.0589 0.0000 -0.0264
H -0.0615 0.0225 0.0359
H 0.0212 0.0831 0.0624
Cl -0.1538 -0.1873 -0.0557
C 0.0337 0.2503 0.0507
C 0.1225 -0.0618 0.1670
Cl -0.0260 0.0024 0.2123
H -0.0243 -0.0314 -0.0178
H -0.0134 -0.0348 0.0397
H -0.0498 0.0020 -0.0722
H 0.0054 -0.0629 -0.1089
Cl 0.0614 -0.0194 0.0299
C -0.0186 0.1099 -0.2069
C -0.0507 0.0450 -0.0005
Cl -0.0184 -0.0121 0.0306
H 0.0421 -0.0417 0.1060
H -0.0484 -0.0486 0.0293
H 0.0086 0.0584 0.0124
H 0.1230 0.0042 -0.0190
Cl -0.2303 0.0903 0.0327
C 0.1090 0.1263 -0.0066
C 0.1038 0.1682 -0.0069
Cl 0.0577 -0.0222 0.0427
H 0.0268 -0.0910 -0.0146
H -0.0229 -0.0289 -0.0757
H -0.0044 -0.0225 0.0603
H -0.0372 -0.0610 0.0095
Cl 0.0703 -0.0271 -0.0450
C -0.0762 -0.1210 0.0313
C -0.0204 -0.0276 0.0989
Cl 0.0075 0.0134 -0.0188
H 0.0312 0.0579 -0.0195
H -0.0346 0.0462 0.0260
H 0.0314 -0.0321 -0.0277
H 0.0212 0.0473 -0.0634
Cl 0.2486 -0.0234 0.0447
C -0.1036 -0.0048 -0.1433
C 0.0241 -0.0531 -0.0475
Cl 0.0049 -0.0068 0.0217
H 0.0586 0.0397 0.0698
H 0.0265 -0.0545 0.0399
H -0.0307 0.0454 -0.0053
H 0.0213 0.0322 0.0505
Cl -0.0030 -0.0330 -0.0450
C 0.0038 0.1039 0.0868
C 0.1714 0.0499 0.0815
Cl -0.0266 0.0626 0.0240
H -0.0338 -0.0728 -0.0618
H 0.0557 -0.0390 -0.0124
H -0.0861 0.0302 -0.0053
H -0.0791 -0.0341 -0.0486
Cl 0.0402 -0.0016 0.0048
C -0.0889 -0.0442 0.0769
C -0.1155 0.0273 0.0120
Cl 0.0237 -0.0320 -0.0481
H 0.0626 0.0288 -0.0379
H -0.0189 0.0182 -0.0499
H 0.0471 -0.0160 0.0513
H 0.0693 -0.0190 -0.0373

Computed properties:
HOMO-LUMO gap: 9.1 eV
LUMO: -2.26 eV
molecular weight: 1588.090 g/mol
total charge: +1

=====

5.
Below is 2 unconnected molecules or ions with the total composition C4H7O in a non-equilibrium geometry, with properties calculated with the ωB97M-V functional and the def2-TZVPD basis.

Atoms and positions in Å:
1 C -0.701 -1.072 0.376
2 C -3.489 0.771 -0.431
3 C -1.792 -0.605 0.240
4 C 2.025 0.321 -0.790
5 O -3.003 -0.284 0.030
6 H 2.855 1.008 -0.939
7 H 0.075 -1.534 0.941
8 H -4.559 0.814 -0.586
9 H -2.769 1.509 -0.857
10 H 1.426 0.692 -0.118
11 H 1.299 0.245 -1.588
12 H 2.613 -0.641 -0.797

Cartesian forces, eV/Å:
C -0.4601 -0.0620 1.1575
C 1.4304 0.6733 -1.5863
C 2.5534 -0.5316 -0.1257
C 3.7902 -2.4030 -4.3549
O -3.3691 0.1792 0.1032
H -0.4435 0.5518 -0.5895
H 0.6612 -0.0595 -0.5609
H -0.1669 -0.0608 0.4218
H -0.6785 -0.1672 0.5982
H -2.4798 1.1249 5.0277
H 0.5145 0.1888 -1.1826
H -1.3517 0.5661 1.0917

Computed properties:
energy relative to the best compared isomer or geometry (same formula, charge and spin): 97.0 kcal/mol
HOMO-LUMO gap: 7.4 eV
LUMO: -7.67 eV
molecular weight: 71.099 g/mol
total charge: +1

=====

Number 1: E -2455.1382 Ha. Number 2: E -379.6985 Ha. Number 3: E -361.8457 Ha. Number 4: E -12588.7159 Ha. Number 5: E -231.3442 Ha.